Entry 1:
C67H51CsN10O3S5 as an isolated structure at a distorted geometry, computed with wB97M-V/def2-TZVPD.

XYZ file:
```
137
Properties=species:S:1:pos:R:3:forces:R:3:mulliken_charge:R:1
Cs 0.397 -1.174 -0.249 0.11 1.90 0.72 1.45
O 1.118 -1.707 2.104 0.10 0.20 1.58 -0.44
C 1.227 -2.812 2.703 0.13 -0.31 0.54 0.13
C 0.485 -3.090 3.892 -0.05 0.18 -0.05 -0.81
C 0.664 -4.230 4.630 -0.03 -0.34 0.18 -0.47
C 1.559 -5.217 4.215 -0.16 -0.31 0.45 -0.82
C 2.245 -5.029 3.036 0.07 0.27 -0.30 -0.56
C 2.103 -3.873 2.269 -0.47 -0.02 0.57 1.36
C 2.813 -3.772 1.036 0.88 0.02 -1.25 -1.44
N 2.670 -2.809 0.207 -0.78 0.88 0.97 0.27
N 3.337 -2.812 -0.939 1.56 -1.66 -1.20 -0.57
C 3.214 -1.797 -1.780 0.07 -0.71 1.22 -0.68
O 2.566 -0.747 -1.628 0.78 1.15 -0.70 0.19
C 3.970 -2.049 -3.048 0.08 0.08 -0.26 0.08
C 4.562 -3.280 -3.314 0.04 -0.13 -0.02 -0.45
C 5.166 -3.516 -4.533 0.06 -0.04 -0.08 -0.69
C 5.196 -2.521 -5.499 0.11 -0.01 -0.24 -0.52
C 4.633 -1.284 -5.233 0.12 0.03 -0.19 -0.64
C 4.027 -1.051 -4.014 -0.04 -0.07 0.25 0.08
H -0.233 -2.338 4.198 -0.08 0.09 0.02 0.82
H 0.104 -4.377 5.548 -0.08 0.00 0.03 0.41
H 1.691 -6.122 4.797 0.01 0.01 0.01 0.33
H 2.920 -5.802 2.682 0.06 -0.01 -0.06 0.30
H 3.493 -4.602 0.791 0.09 0.01 -0.09 0.08
H 4.520 -4.041 -2.550 -0.06 0.01 0.05 0.44
H 5.605 -4.485 -4.742 0.01 -0.02 0.00 0.38
H 5.653 -2.716 -6.461 0.05 0.01 -0.08 0.36
H 4.656 -0.507 -5.987 0.00 0.06 -0.04 0.32
H 3.559 -0.110 -3.782 -0.06 0.07 0.05 0.62
C -2.020 0.614 -4.778 0.09 0.05 -0.18 -0.56
C -2.015 1.068 -3.452 -0.01 0.06 -0.15 0.42
N -0.991 1.641 -2.880 -0.17 0.12 0.33 0.18
C 0.146 1.739 -3.575 -0.04 -0.12 -0.76 -0.42
C 0.250 1.352 -4.932 -0.39 0.25 0.47 1.24
C -0.888 0.784 -5.532 -0.14 0.13 0.07 -0.89
C 1.490 1.491 -5.615 0.38 0.04 -0.02 -0.87
C 2.602 1.897 -4.958 -0.21 -0.03 -0.47 -0.17
C 2.558 2.218 -3.571 -0.34 0.12 0.41 1.41
C 3.709 2.512 -2.822 -0.10 0.04 0.12 -0.77
C 3.584 2.762 -1.480 0.14 -0.02 -0.22 -1.10
C 2.305 2.756 -0.908 0.21 0.16 0.07 -0.18
N 1.219 2.495 -1.586 -0.33 -0.16 0.31 0.99
C 1.323 2.190 -2.884 0.68 -0.05 -0.24 -1.13
H -2.903 0.138 -5.180 -0.02 -0.06 0.00 0.28
H -2.894 0.955 -2.842 -0.18 -0.05 0.01 -0.21
H -0.844 0.447 -6.561 0.03 0.01 0.01 0.27
H 1.524 1.208 -6.660 0.08 0.00 -0.03 0.28
H 3.554 1.955 -5.471 0.08 -0.01 -0.03 0.32
H 4.675 2.500 -3.313 0.04 0.01 0.02 0.33
H 4.441 2.950 -0.854 0.12 0.01 0.07 0.49
H 2.186 2.964 0.149 0.06 0.00 0.03 0.13
N -5.902 -2.135 4.844 0.81 0.41 -0.07 -0.41
C -5.229 -0.991 5.196 -1.37 -0.87 1.65 0.43
S -5.404 -0.416 6.751 0.02 -0.12 -0.43 -0.40
C -4.447 -0.320 4.189 1.09 0.79 -1.46 1.05
C -3.521 0.675 4.542 -0.47 -0.50 0.18 -0.88
C -2.769 1.276 3.557 0.14 0.08 -0.11 -0.48
N -2.870 0.972 2.270 -0.05 -0.25 0.22 0.29
C -3.741 0.036 1.923 0.09 0.12 -0.24 -0.34
C -4.549 -0.631 2.820 -0.16 -0.02 0.84 -1.15
H -6.252 -2.667 5.627 -0.06 0.12 -0.07 0.24
H -5.516 -2.683 4.089 -0.08 0.02 -0.06 0.22
H -3.408 0.943 5.582 0.04 0.03 0.01 0.40
H -2.043 2.046 3.792 0.05 -0.03 0.14 0.39
H -3.800 -0.177 0.864 -0.04 -0.13 -0.16 0.25
H -5.269 -1.351 2.463 0.00 -0.06 -0.09 0.45
N -0.072 2.391 1.494 0.14 -0.68 0.54 0.74
S -0.991 3.590 1.705 -0.33 0.98 -1.15 -0.27
C -2.534 3.508 0.724 0.21 -0.05 0.28 0.10
C -2.788 2.422 -0.088 0.10 0.13 -0.10 0.62
C -3.999 2.356 -0.755 -0.03 0.01 -0.03 -0.43
C -4.920 3.382 -0.633 -0.19 0.03 0.02 -0.73
C -4.652 4.473 0.181 -0.09 0.07 0.04 -0.85
C -3.457 4.527 0.878 -0.07 0.03 -0.01 -0.86
C -0.420 5.062 0.730 -0.05 -0.28 0.60 0.27
C -0.321 5.035 -0.650 -0.06 -0.08 -0.09 -0.16
C 0.150 6.155 -1.314 0.02 -0.04 -0.06 -0.57
C 0.518 7.288 -0.604 0.02 0.13 0.00 -0.50
C 0.423 7.306 0.778 0.08 0.15 -0.02 -0.69
C -0.041 6.185 1.444 -0.05 -0.13 0.12 -0.18
H 0.077 2.076 0.543 -0.01 0.16 -0.41 -0.58
H -2.056 1.639 -0.192 0.15 -0.16 -0.05 0.85
H -4.234 1.488 -1.353 0.00 -0.06 -0.11 0.16
H -5.861 3.328 -1.164 -0.07 -0.02 -0.04 0.41
H -5.380 5.268 0.286 0.01 0.01 -0.01 0.34
H -3.236 5.360 1.532 0.01 0.10 0.04 0.46
H -0.590 4.145 -1.198 -0.06 -0.13 -0.07 0.36
H 0.231 6.144 -2.392 0.01 -0.04 -0.05 0.43
H 0.880 8.160 -1.131 0.04 0.06 -0.04 0.38
H 0.715 8.184 1.338 0.02 0.05 0.00 0.38
H -0.111 6.168 2.522 0.01 0.04 0.15 0.43
N 1.165 -1.853 9.634 0.00 -0.01 0.02 -0.62
C 1.328 -1.208 8.694 -0.19 -0.71 0.94 0.11
C 1.539 -0.387 7.574 0.19 0.79 -1.04 0.11
C 2.143 0.862 7.751 -0.20 -0.34 0.00 -0.93
C 2.347 1.678 6.664 0.01 0.17 -0.24 -0.52
C 1.954 1.274 5.383 -0.10 -0.56 0.69 0.51
C 1.361 0.023 5.204 0.12 0.43 -0.19 0.52
C 1.155 -0.798 6.292 0.11 -0.01 0.49 -0.83
N 2.180 2.126 4.303 -0.03 0.17 -0.27 0.43
C 2.229 3.497 4.359 -0.02 0.54 0.03 -0.27
C 2.576 3.915 3.111 0.00 0.00 0.35 -1.10
N 2.761 2.839 2.300 0.31 -0.21 -0.32 -0.27
C 2.497 1.789 3.020 0.21 -0.02 -0.28 -0.94
H 2.448 1.174 8.742 0.01 0.01 -0.02 0.44
H 2.832 2.633 6.799 0.05 0.06 -0.03 0.49
H 1.066 -0.291 4.214 -0.08 -0.19 -0.27 0.40
H 0.697 -1.766 6.157 0.02 -0.07 -0.07 0.30
H 1.991 4.036 5.252 -0.07 0.09 0.15 0.47
H 2.698 4.915 2.740 -0.01 0.20 0.03 0.52
H 2.530 0.778 2.667 -0.06 -0.42 -0.02 0.83
O -1.446 -1.272 -1.943 -1.17 0.03 -1.14 -0.84
C -1.464 -2.439 -2.623 0.00 -0.42 -0.15 3.30
C -0.834 -3.577 -1.824 -0.03 -0.22 -0.07 -1.71
C 0.177 -4.427 -2.152 -0.20 0.15 -0.10 0.21
C 0.528 -5.301 -1.097 -0.03 -0.26 0.28 -1.06
C -0.223 -5.097 0.015 -0.18 -0.13 0.03 -0.14
S -1.370 -3.839 -0.205 -0.12 -0.60 -0.16 0.24
C -0.717 -2.358 -3.944 -0.04 0.21 -0.11 -1.44
C -1.046 -2.800 -5.190 -0.17 -0.11 0.19 -0.56
C -0.050 -2.521 -6.151 0.23 0.07 -0.22 -1.43
C 1.017 -1.874 -5.613 0.17 0.00 0.32 -0.55
S 0.823 -1.595 -3.931 -0.32 -0.33 -0.42 1.18
C -2.916 -2.806 -2.842 -0.04 0.26 -0.06 -0.76
C -3.637 -3.831 -3.365 0.23 0.01 -0.04 -0.70
C -5.030 -3.623 -3.229 -0.27 -0.12 -0.06 -0.71
C -5.317 -2.456 -2.599 0.03 0.41 0.11 -1.01
S -3.892 -1.574 -2.163 -0.70 -0.41 -0.12 0.27
H 0.662 -4.432 -3.116 0.05 0.09 -0.06 0.57
H 1.310 -6.039 -1.176 0.10 -0.02 0.11 0.37
H -0.179 -5.609 0.958 0.14 -0.05 0.20 0.50
H -1.959 -3.318 -5.421 -0.23 -0.04 0.04 0.50
H -0.122 -2.795 -7.190 0.00 -0.03 -0.20 0.43
H 1.918 -1.549 -6.097 0.16 0.02 -0.12 0.51
H -3.209 -4.705 -3.826 0.17 -0.11 0.01 0.61
H -5.767 -4.326 -3.588 -0.13 -0.02 0.00 0.41
H -6.291 -2.057 -2.384 -0.23 0.03 0.06 0.45
```
Positions in Å, forces in eV/Å.

Properties
HOMO level: -1.36 eV
Orbital gap: 4.061 eV
Spin multiplicity: 1
Max |F|: 2.573 eV/Å
Net charge: -2



Entry 2:
A 4-piece molecular cluster, C26H45O14PS3 overall at a distorted geometry, computed with wB97M-V/def2-TZVPD.

XYZ file:
```
89
Properties=species:S:1:pos:R:3:forces:R:3:mulliken_charge:R:1
C 2.456 -3.966 2.462 -1.24 -0.26 -0.65 -0.73
C 2.994 -2.560 3.112 0.35 -1.80 1.66 -0.20
O 3.582 -1.616 2.150 -3.12 1.27 -0.73 -0.44
P 2.352 -0.477 1.562 -0.04 2.32 4.61 0.86
O 1.668 0.252 2.808 2.01 -2.64 -4.38 -0.68
C 1.147 -1.515 0.502 0.25 -0.42 -2.25 -0.48
C 0.041 -0.649 -0.343 -0.80 -0.37 -0.27 -0.53
C -0.797 0.455 0.535 -0.54 0.73 -0.28 -0.44
C -1.970 -0.172 1.498 -3.84 -0.09 -0.79 0.44
C -3.413 -0.132 1.033 2.93 -0.52 2.05 -0.58
C -4.676 -0.702 1.969 -3.03 -2.21 -1.14 0.16
O -5.749 -1.326 1.457 6.65 4.17 3.12 -0.54
C -4.465 -0.466 3.611 0.77 0.39 2.61 0.38
C -5.682 -0.184 4.673 4.90 -0.22 1.31 -0.49
C -5.225 0.069 6.262 2.80 -0.49 -2.20 -0.31
C -3.656 0.050 6.771 -0.72 -0.83 -4.22 -0.36
C -2.452 -0.277 5.695 -3.99 0.15 -1.41 -0.33
C -2.876 -0.530 4.128 -1.60 0.60 1.97 0.00
C -1.693 -0.866 2.994 2.83 -2.52 1.06 0.50
O -0.653 -1.655 3.276 -6.38 4.93 -1.80 -0.44
O 3.227 0.750 0.684 -1.51 -2.21 1.83 -0.45
C 3.545 1.918 1.521 1.40 2.28 0.35 -0.20
C 4.589 1.607 2.762 -0.97 0.37 1.34 -0.66
H 1.343 -4.178 2.839 2.40 0.53 -0.72 0.20
H 2.361 -3.911 1.274 0.48 -0.08 2.62 0.20
H 3.076 -4.917 2.745 -0.94 2.03 -0.55 0.28
H 2.139 -2.123 3.781 1.63 -0.35 -1.59 0.24
H 3.873 -2.857 3.862 -1.80 0.87 -1.74 0.33
H 0.591 -2.360 1.092 1.36 1.99 -0.52 0.30
H 1.819 -2.076 -0.310 -1.34 1.18 1.75 0.45
H 0.480 -0.155 -1.336 -0.71 -0.91 2.47 0.22
H -0.765 -1.437 -0.738 1.77 1.63 0.86 0.17
H -1.359 1.148 -0.257 1.02 -1.59 1.74 0.35
H -0.102 1.210 1.146 -1.43 -2.02 -1.12 0.19
H -3.712 0.313 -0.008 0.69 -1.05 2.18 0.21
H -6.804 -0.159 4.339 2.52 -0.06 0.72 0.34
H -6.041 0.298 7.069 1.70 -0.51 -1.84 0.28
H -3.339 0.262 7.891 -1.00 -0.50 -2.64 0.29
H -1.308 -0.296 6.036 -2.89 -0.01 -0.98 0.32
H 4.118 2.686 0.810 -1.35 -1.97 1.19 0.28
H 2.579 2.517 1.885 2.04 -1.82 -0.69 0.18
H 5.501 2.351 2.818 -1.90 -1.52 -0.49 0.24
H 3.963 1.798 3.760 1.43 -0.57 -2.09 0.15
H 4.960 0.498 2.816 -0.76 2.15 -0.42 0.25
C 6.548 7.766 2.104 0.04 -0.31 -0.18 -0.97
C 6.176 8.214 3.505 1.03 0.35 -0.51 -0.33
O 4.981 7.589 3.955 -0.63 -1.03 0.59 -0.28
S 5.035 6.015 4.373 -0.10 0.30 0.09 1.20
C 3.422 5.912 5.108 -0.05 0.19 -0.03 -0.95
O 6.028 5.839 5.413 -0.56 0.06 -1.17 -0.65
O 5.032 5.212 3.170 0.32 0.48 0.97 -0.54
H 6.796 6.701 2.082 -0.01 0.16 0.01 0.29
H 7.415 8.319 1.735 -0.11 0.05 0.10 0.38
H 5.709 7.916 1.417 0.13 0.06 0.10 0.26
H 6.995 8.032 4.211 -0.20 -0.10 -0.01 0.32
H 5.994 9.294 3.497 -0.28 -0.26 0.21 0.26
H 3.392 6.539 6.001 0.07 -0.06 -0.16 0.34
H 3.244 4.868 5.376 0.19 0.11 -0.11 0.36
H 2.679 6.237 4.377 0.16 -0.04 0.07 0.32
C 0.314 -1.971 -7.137 0.03 -0.29 0.23 -0.91
C 0.043 -0.479 -7.065 0.98 -0.44 -0.65 -0.36
O -1.048 -0.187 -6.202 -0.49 0.25 1.40 -0.28
S -0.826 -0.319 -4.593 -0.21 0.27 -0.54 1.20
C -2.348 0.442 -4.084 -0.07 0.03 -0.19 -0.70
O 0.273 0.539 -4.199 -0.62 -1.03 -0.26 -0.66
O -0.880 -1.717 -4.227 0.44 1.01 -0.10 -0.53
H 0.645 -2.360 -6.171 0.00 0.07 -0.13 0.26
H 1.094 -2.190 -7.871 -0.11 0.11 0.00 0.40
H -0.597 -2.514 -7.409 0.12 0.11 -0.06 0.20
H 0.939 0.072 -6.754 -0.19 -0.02 0.11 0.33
H -0.226 -0.117 -8.063 -0.25 0.12 0.36 0.28
H -2.342 1.492 -4.380 0.06 -0.18 -0.01 0.37
H -2.413 0.360 -2.996 0.17 -0.08 -0.15 0.10
H -3.182 -0.091 -4.545 0.15 0.03 0.03 0.32
C -3.377 -3.759 -3.822 -0.18 0.24 0.14 -0.63
C -2.940 -4.820 -4.815 0.85 0.80 0.57 -0.29
O -4.056 -5.472 -5.408 -1.04 -0.08 -1.06 -0.26
S -4.932 -4.663 -6.518 0.20 -0.32 0.26 1.20
C -5.914 -6.030 -7.084 0.08 -0.14 0.11 -0.94
O -4.056 -4.247 -7.595 -0.66 0.03 1.03 -0.63
O -5.806 -3.734 -5.836 0.83 -0.43 -0.71 -0.60
H -3.909 -2.945 -4.322 0.10 -0.09 0.04 0.19
H -2.514 -3.328 -3.308 -0.05 -0.16 -0.12 0.15
H -4.061 -4.184 -3.081 0.12 -0.01 -0.09 0.32
H -2.286 -4.397 -5.587 -0.19 -0.06 0.00 0.20
H -2.361 -5.585 -4.287 -0.31 -0.12 -0.28 0.28
H -5.267 -6.760 -7.574 -0.04 0.15 0.11 0.31
H -6.647 -5.641 -7.795 0.19 0.10 0.13 0.37
H -6.428 -6.473 -6.229 0.11 0.11 -0.09 0.32
```
Positions in Å, forces in eV/Å.

Properties
HOMO level: -9.02 eV
Orbital gap: 7.495 eV
Spin multiplicity: 1
Max |F|: 8.448 eV/Å
Net charge: 0



In the order shown, the computed LUMO energy values come out to 2.7047, -1.5231 eV.